25
Properties=species:S:1:pos:R:3:lowdin_charge:R:1 method="wB97M-V/def2-TZVPD" total_charge=0 max_force_ha_per_bohr=0.121 s2=6.025 de_lowest_kj_mol=0.0 homo_ha="-0.1285 / -0.2840" spin_multiplicity=5
Rh 0.1747 -0.3195 -0.0728 0.82
P -0.0185 -2.4384 0.0506 0.61
O 0.0572 0.1849 2.1889 -0.25
C -0.3469 2.2046 -1.1904 -0.10
C 0.9950 1.7059 -1.2889 -0.12
C -1.2309 1.1692 -1.6067 -0.10
C -0.4825 -0.0107 -1.9609 -0.32
C -1.0777 0.7484 4.1901 -0.09
C 0.9924 0.3492 -1.7716 -0.30
C 0.0255 0.0565 3.4295 -0.63
C 1.0883 -0.6650 4.2266 -0.09
H 2.0711 -0.2398 3.9903 0.06
H -1.0962 1.8001 3.8858 0.06
H -2.0403 0.3012 3.9218 0.06
H 1.1983 -2.9431 -0.6070 -0.08
H -0.9159 0.6678 5.2660 0.06
H 0.8813 -0.5388 5.2958 0.06
H -0.1348 -2.9714 1.4199 -0.07
H -1.1889 -2.8610 -0.7484 -0.07
H -2.2992 1.2440 -1.7008 0.10
H 1.7747 -0.2610 -2.1747 0.09
H 1.0912 -1.7339 3.9870 0.05
H -0.7686 -0.8727 -2.5289 0.08
H 1.8906 2.2852 -1.1158 0.10
H -0.6342 3.1519 -0.7314 0.10

91
Properties=species:S:1:pos:R:3:lowdin_charge:R:1 method="wB97M-V/def2-TZVPD" total_charge=+2 max_force_ha_per_bohr=0.214 homo_ha=-0.4111
S -1.8513 3.2929 1.7016 0.43
S 4.2721 2.6847 5.3945 0.48
S 2.2386 1.7732 4.2827 0.61
S -3.3925 4.9204 2.1603 0.62
F -4.8598 4.9104 1.5118 -0.22
F 4.8686 4.1959 5.6022 -0.21
F 2.2679 1.7697 2.6674 -0.25
F -1.4421 1.8045 2.1113 -0.21
O 1.5234 -1.6891 0.0017 -0.40
O -3.7232 5.3897 3.5089 -0.23
O -5.9173 -0.3847 0.7832 0.15
O 3.8644 2.1063 6.6821 -0.31
O -0.0108 -4.1576 4.1696 0.16
O -0.9091 4.0608 2.5114 -0.22
O 0.0876 -5.6911 -1.9686 0.21
O 5.2918 1.9429 4.6546 -0.34
O 2.7237 0.4337 4.6606 -0.34
O -2.7008 5.8007 1.2191 -0.26
O -1.6752 3.1513 0.2214 -0.37
O 0.8226 2.0554 4.3819 -0.31
O -0.2342 2.9111 -5.7920 0.16
O 5.0168 0.8427 -0.4959 0.18
N -0.6133 -3.5771 -1.3554 0.11
N 0.8894 -3.9043 1.9702 0.08
N -2.1206 3.0993 -4.2848 0.09
N 4.4987 -1.4928 -0.0852 0.08
N -5.0714 1.8110 0.6183 0.11
N -3.2842 3.2314 2.0527 -0.30
N 3.2023 3.2215 4.4255 -0.26
C -5.0263 2.1011 -0.9338 0.07
C 4.7989 -1.5611 1.3782 0.03
C 0.1099 0.1003 -1.0109 -0.08
C -1.3685 3.3724 -5.5402 -0.32
C -3.5376 -0.3647 0.9319 0.02
C 0.8774 -0.4453 0.2128 -0.41
C 0.2476 -4.1771 -3.7546 0.03
C -2.1882 4.2750 -6.4580 0.03
C -1.2769 2.7225 -3.0477 0.04
C 5.9423 -0.6581 -2.0947 0.03
C 0.0569 -4.5748 -2.3136 -0.38
C 1.2576 -2.0784 3.8926 0.03
C -2.0952 -3.3781 -1.6953 0.04
C -4.9150 0.2902 0.8863 -0.32
C 5.1870 -0.3061 -0.8488 -0.34
C 1.7756 -5.1687 1.9929 0.05
C 0.5956 -3.4010 3.4339 -0.29
H -3.0041 -0.0634 1.8333 0.09
H -5.5350 3.0611 -0.8456 0.11
H -0.0445 -2.7691 -1.1464 0.09
H -2.4828 -2.5049 -1.1706 0.08
H -3.9683 2.2747 -1.1303 0.06
H -2.4223 5.2157 -5.9597 0.10
H -2.8282 2.3795 -4.3220 0.18
H -2.6527 3.8821 -3.9325 0.17
H 1.4174 -5.9199 2.6968 0.12
H 5.8036 -1.9601 1.5176 0.11
H 4.5240 -2.3955 -0.5374 0.16
H 1.6265 -5.5036 0.9663 0.09
H -6.0062 2.1498 0.7955 0.16
H 1.0868 -3.2870 1.1955 0.08
H -0.6202 0.8225 -0.6456 0.04
H 6.4903 0.2726 -2.2422 0.11
H 3.5317 -1.2120 -0.1647 0.09
H -3.0461 3.7691 -6.9010 0.11
H 0.6329 -1.5967 4.6448 0.11
H 2.2111 -2.1154 4.4194 0.10
H -0.5142 -0.7475 -1.2935 0.03
H 1.2345 -1.3167 3.1132 0.07
H 0.7717 0.4617 -1.7980 0.07
H 1.6121 0.2128 0.6767 0.09
H -3.5266 -1.4305 1.1600 0.09
H 4.7161 -0.6473 1.9668 0.12
H -4.4884 2.3748 1.2202 0.05
H 0.6963 -5.0517 -4.2255 0.11
H -0.9037 3.6046 -2.5275 0.12
H 6.5618 -1.5067 -1.8046 0.10
H -2.2864 -3.1674 -2.7475 0.10
H -0.4309 2.1626 -3.4464 0.09
H 0.0284 -4.3609 1.7050 0.13
H -2.7351 -4.2308 -1.4682 0.12
H 1.0522 -3.4574 -3.9056 0.10
H -0.5575 -4.0300 -0.4544 0.13
H -1.9242 2.0666 -2.4656 0.08
H 5.3154 -0.9809 -2.9259 0.10
H 2.8000 -4.8121 2.0997 0.10
H 4.0329 -2.2714 1.6892 0.08
H -2.9343 -0.1643 0.0464 0.07
H -0.6195 -3.8646 -4.3365 0.10
H 0.1586 -0.6269 1.0118 0.08
H -5.5021 1.3283 -1.5376 0.11
H -1.4739 4.6951 -7.1660 0.11

117
Properties=species:S:1:pos:R:3:lowdin_charge:R:1 method="wB97M-V/def2-TZVPD" total_charge=+1 max_force_ha_per_bohr=0.340 de_lowest_kj_mol=649.2 homo_ha=-0.3276
Sr 0.1880 -1.0121 1.0692 1.28
S -0.4619 -0.3157 -6.1653 0.80
S -3.0531 -1.9766 5.2999 1.04
P 1.6747 -1.1395 -0.8658 0.71
P -0.2868 -2.1282 -1.1259 0.89
N -1.6751 -1.5209 3.2093 -0.05
N 1.3711 -2.5377 -1.8073 -0.30
N 0.4580 2.6309 1.4585 0.14
N -1.5620 3.3829 0.6496 0.15
N -1.2731 1.1007 1.0431 0.01
C 0.9696 0.7909 3.0405 -0.14
C -0.7729 6.7908 -0.5388 -0.08
C -2.8201 -4.7902 -3.0828 -0.07
C -0.8436 -6.0044 -2.4413 -0.06
C -3.8623 -1.9624 3.7956 -0.38
C 1.6091 -2.4802 -3.2639 -0.22
C 0.4601 2.1257 -2.9070 -0.06
C 5.1823 -2.8004 0.3542 -0.06
C -0.5197 7.4535 0.6525 -0.07
C 2.9579 2.5426 4.1359 -0.07
C 5.2911 -0.4486 0.8813 -0.05
C -4.4647 0.4062 -0.7495 -0.09
C 1.7177 -3.8023 1.8786 0.00
C -2.0907 -5.9629 -3.0578 -0.07
C 2.5935 4.2324 2.3235 -0.04
C -0.8946 -3.9920 0.9068 -0.06
C -1.0608 -3.6611 -1.8960 -0.35
C -0.0250 -3.0373 0.4110 -0.62
C 0.9009 -4.8632 2.2621 -0.02
C -3.6039 1.2137 1.7927 -0.23
C 3.9676 -2.5967 -0.2773 -0.09
C 0.4596 -1.9303 -4.1345 -0.27
C 2.8545 0.6940 -2.6878 -0.08
C -3.1391 1.6318 3.1628 -0.02
C 1.5720 2.4880 -3.6530 -0.06
C 0.5456 1.0428 -2.0478 -0.11
C -0.6246 6.7750 1.8541 -0.04
C 1.2245 -2.9146 0.9572 -0.38
C -1.1116 5.4506 -0.5060 -0.02
C -1.1382 4.7740 3.2617 -0.02
C -1.5761 -1.6511 4.5006 -0.46
C -3.1131 0.5789 -0.4873 -0.05
C 4.0763 -0.2344 0.2460 -0.07
C -2.9735 -1.7063 2.8021 -0.27
C 1.7342 0.3050 -1.9592 -0.32
C -0.8016 2.3198 1.0605 -0.41
C -1.4223 -1.6175 -6.9783 -0.40
C 3.4293 -1.3048 -0.3711 -0.31
C -2.6612 0.9776 0.7713 -0.29
C -1.2012 4.7618 0.7008 -0.20
C -5.3916 0.6512 0.2509 -0.08
C -4.9539 1.0529 1.5062 -0.04
C 1.2435 2.0708 2.5201 -0.27
C 0.8889 -1.3029 -5.4491 -0.49
C 1.7252 0.4869 4.1915 -0.18
C -0.3313 -4.8590 -1.8636 -0.10
C -0.4121 -4.9225 1.8201 -0.02
C 5.8361 -1.7198 0.9330 -0.06
C 2.7631 1.7863 -3.5378 -0.06
C -2.3096 -3.6357 -2.4976 -0.09
C 2.6734 1.3329 4.7484 -0.12
C -0.9727 5.4268 1.9137 -0.21
C 2.2464 2.9295 3.0093 -0.24
H 1.1941 -2.0564 -6.1764 0.09
H 5.8022 0.3831 1.3471 0.11
H -0.4709 2.6688 -3.0013 0.11
H -2.1039 5.0645 3.6823 0.09
H -1.3068 4.9138 -1.4269 0.11
H 3.7786 0.1384 -2.5861 0.11
H 3.6101 0.7444 0.2310 0.12
H -2.3513 -1.1554 -7.3034 0.03
H -2.8759 -2.7104 -2.4922 0.11
H 1.8276 -3.5056 -3.5809 0.12
H 1.7105 -0.6026 -5.2981 0.06
H 3.2228 1.0434 5.6376 0.09
H -0.6457 -1.5189 5.0331 0.07
H -4.7963 0.0926 -1.7311 0.10
H 1.5106 3.3243 -4.3370 0.11
H -0.7062 7.3148 -1.4824 0.11
H -4.9237 -2.1325 3.7307 0.07
H -2.1586 1.1953 3.3534 0.07
H 2.7309 -3.6765 2.2334 0.13
H -0.4450 7.3046 2.7823 0.12
H -1.0792 3.6925 3.2286 0.05
H 3.7388 3.1856 4.5232 0.11
H -2.3921 0.3955 -1.2774 0.08
H 1.8393 5.0069 2.4907 0.07
H 0.6323 -4.8862 -1.3774 0.11
H -0.8785 -1.9985 -7.8399 0.04
H 1.5578 -0.4785 4.6673 0.06
H -2.4004 3.1499 0.1419 0.15
H 3.3998 -3.4225 -0.6760 0.10
H -1.0572 -5.7294 2.1408 0.12
H -1.8990 -4.0584 0.5128 0.13
H -3.7926 -4.7670 -3.5574 0.11
H 5.5963 -3.7991 0.4074 0.11
H -0.2496 8.5010 0.6433 0.11
H -1.6466 -2.4259 -6.2841 0.03
H -0.0639 -1.1569 -3.5724 0.06
H 1.7271 -1.9969 0.6767 -0.06
H -0.3042 0.7489 -1.4490 0.05
H -2.4900 -6.8575 -3.5180 0.11
H -3.8715 1.3326 3.9116 0.08
H -3.0530 2.7188 3.2099 0.07
H 1.2879 -5.6382 2.9098 0.12
H 3.6243 2.0848 -4.1211 0.11
H -0.2824 -6.9291 -2.4071 0.11
H -0.2595 -2.7295 -4.3095 0.10
H 0.6791 3.5982 1.2854 0.09
H 2.5125 -1.8866 -3.4382 0.11
H -6.4488 0.5392 0.0497 0.10
H -5.6839 1.2444 2.2844 0.12
H 6.7698 -1.8803 1.4565 0.11
H -3.2010 -1.5998 1.7509 0.11
H -0.3715 5.1330 3.9488 0.09
H 2.7076 4.0902 1.2452 0.08
H 3.5389 4.6140 2.7050 0.08